1.
Molecular formula: C3H8O2
Method: DFT, ωB97M-V with the def2-TZVPD basis set

Computed properties:
E_LUMO	0.02965	Eh
HOMO energy	-7.73	eV
multiplicity	1
total energy	-7330.920	eV
frontier orbital gap	8.532	eV
energy relative to the best compared isomer or geometry (same formula, charge and spin)	5.130	eV

Atoms and positions in Å:
O -0.92661 -1.18744 2.24132
O 0.93596 -0.05714 2.80122
C -0.01085 -0.47773 1.89589
C 0.43023 0.53542 -0.97650
C -0.68530 -0.00815 -1.84957
H 0.05719 0.46293 0.36758
H -0.57290 0.32492 -2.88337
H 0.70489 -0.43141 3.67517
H 0.51729 -0.21227 0.20007
H 0.46410 1.62458 -0.88655
H -1.66131 0.32765 -1.49539
H -0.68888 -1.09938 -1.84941
H 1.43621 0.19803 -1.24045

2.
Molecular formula: C3H5F
Method: DFT, ωB97M-V with the def2-TZVPD basis set

Computed properties:
E_LUMO	0.04276	Eh
HOMO energy	-8.76	eV
multiplicity	1
total energy	-5907.584	eV
frontier orbital gap	9.928	eV
energy relative to the best compared isomer or geometry (same formula, charge and spin)	1.046	eV

Atoms and positions in Å:
F -1.23085 2.70121 -1.05183
C 0.20948 -0.56093 0.21740
C -0.72831 0.60361 0.11754
C -0.46678 1.63501 -0.91251
H 1.24177 -0.16428 0.61324
H 0.37648 1.76022 -1.56018
H -1.30782 0.92393 0.99032
H 0.26792 -1.06524 -0.70475
H -0.20888 -1.33638 0.94386

3.
Molecular formula: C16H32AlFNO30S7
Method: DFT, ωB97M-V with the def2-TZVPD basis set

Computed properties:
E_LUMO	0.04478	Eh
HOMO energy	-4.63	eV
total charge	-1
multiplicity	1
total energy	-165179.724	eV
frontier orbital gap	5.848	eV

Atoms and positions in Å:
S 7.19639 -3.05681 0.00057
S -7.47437 -4.36840 -2.40423
S 5.18667 6.46794 -1.64254
S -5.06735 -1.27577 -2.38267
S 2.04722 0.20904 0.03437
S -4.05178 0.75566 1.28777
S 2.80911 -0.96702 4.24570
Al -3.60364 5.27382 0.49121
F 0.67912 4.30857 0.00505
O 1.02750 -0.72636 0.34831
O -4.32914 2.12448 1.05764
O 3.33298 0.26042 4.72109
O -4.61857 -2.58395 -2.06574
O 1.61119 -1.41034 5.21525
O 1.76471 1.57539 -0.21360
O -6.66822 -1.22693 -2.23285
O -7.29516 -3.35449 -1.44240
O 7.27993 -4.22712 0.79090
O 8.51524 -2.95356 -0.89792
O -3.19252 0.17362 0.07078
O 3.61658 6.35222 -1.88527
O -4.50910 -0.12857 -1.77366
O -2.90356 0.66631 2.41499
O 5.41931 7.44736 -0.64347
O 6.06916 -2.77334 -0.81373
O 3.19255 0.12053 1.14394
O 3.82866 -2.15077 4.63199
O 0.69284 4.52500 2.17364
O -1.34959 5.86399 -1.18403
O -9.05591 -4.60635 -2.60048
O 5.85446 6.51687 -2.89586
O 5.41499 5.01310 -1.01644
O -7.13920 -5.80089 -1.75774
O 2.89920 -0.37582 -1.19502
O -5.00451 -1.07990 -3.97958
O 7.47433 -1.77893 0.92589
O 2.41982 -1.14245 2.89718
O -6.86745 -4.31560 -3.68751
O -5.07291 -0.18762 1.59996
N -0.54078 6.05268 0.99525
C -7.23237 -0.69394 -3.43391
C -1.66032 5.76150 -0.01966
C -6.31521 -1.16987 -4.54066
C 3.38481 -2.79106 5.83247
C -9.35325 -5.99719 -2.46038
C 1.87456 -2.70045 5.77263
C 9.11296 -1.66006 -0.72871
C 0.29099 4.94646 1.14200
C 8.80440 -1.28839 0.70598
C 4.14512 4.38368 -0.75701
C 4.29012 -0.35914 -0.85384
C 3.21414 4.97256 -1.78850
C -1.77591 -0.05527 1.91047
C 4.31591 -0.60103 0.63705
C -1.79892 0.18763 0.41810
C -8.34669 -6.49912 -1.44676
H 3.83206 4.64003 0.25629
H 3.74321 -3.81621 5.86884
H 3.35393 4.50935 -2.76762
H -0.86035 0.29845 2.37704
H 4.17923 -1.65917 0.87218
H -6.38391 -0.55191 -5.43304
H -1.26073 -0.57288 -0.13365
H -8.25521 -1.04587 -3.55281
H -7.22855 0.39645 -3.36042
H -0.00011 6.84562 0.65007
H -8.18812 -7.57237 -1.51526
H 10.17896 -1.70651 -0.93109
H 8.84361 -0.21608 0.87747
H 1.45499 -3.45579 5.10474
H 4.68945 0.62880 -1.10423
H -9.21192 -6.47770 -3.43165
H 2.17196 4.89269 -1.49787
H -6.51093 -2.21070 -4.80138
H -1.91483 -1.11547 2.14024
H 4.23283 3.30449 -0.84419
H -4.28870 6.61083 1.12214
H 9.47525 -1.79258 1.40383
H 3.78351 -2.23532 6.68436
H 5.23288 -0.24356 1.09849
H -4.41109 4.86782 -0.85091
H 1.41267 -2.78736 6.75254
H -1.39669 1.17304 0.16947
H 8.63948 -0.97050 -1.43085
H -3.65626 4.09757 1.52244
H 4.82773 -1.11534 -1.40792
H -8.64162 -6.23925 -0.42779
H -10.38129 -6.13286 -2.13541

4.
Molecular formula: C7H9F3O4
Method: DFT, ωB97M-V with the def2-TZVPD basis set

Computed properties:
E_LUMO	0.00674	Eh
HOMO energy	-10.44	eV
multiplicity	1
total energy	-23746.857	eV
frontier orbital gap	10.620	eV

Atoms and positions in Å:
F 3.06820 -2.15418 -0.66499
F 2.50396 -0.53784 0.64197
F 1.56853 -2.46258 0.84531
O -0.11209 3.26024 -0.14437
O -1.19380 -0.58805 1.03422
O 0.00475 -2.23464 -1.14100
O -0.34008 -0.90351 3.05282
C 2.02095 -1.59338 -0.04362
C 0.94866 -1.17717 -1.07757
C -1.75896 1.53241 -0.04936
C -0.85882 2.60238 0.52499
C 0.29597 0.19859 -0.82342
C -1.10250 0.14202 -0.20289
C -0.33266 -0.31616 2.02625
H 0.95782 0.85980 -0.26324
H -2.62532 1.40454 0.61035
H -0.24399 -2.37752 -2.06153
H 1.48647 -1.12930 -2.03142
H -0.90945 2.76474 1.62189
H 0.16463 0.68142 -1.80056
H -1.73736 -0.42930 -0.88410
H 0.30705 0.57052 1.85498
H -2.11197 1.88695 -1.02471